H31O16 | ωB97M-V/def2-TZVPD

```
47
Properties=species:S:1:pos:R:3:mulliken_spin:R:1
O -5.547 -2.689 -0.714 0.000
H 0.187 3.698 -4.098 0.000
H -0.458 0.909 -1.076 0.004
O -1.176 -0.628 -0.799 0.002
H -5.366 -2.564 -1.645 0.000
H -5.251 -1.809 -0.421 0.000
O 1.137 -1.154 0.301 0.879
H -0.418 -0.587 -0.081 -0.004
H 1.436 -0.416 0.875 -0.029
O -2.538 1.997 -2.770 0.000
H -2.382 0.980 -2.816 0.000
H -1.773 2.228 -2.120 0.000
O -3.177 0.353 0.519 0.001
H -2.609 -0.087 -0.096 0.001
H 5.054 1.372 -1.527 0.000
O -3.010 1.621 4.589 0.000
H -2.288 2.109 4.424 0.000
H -2.707 0.720 4.776 0.000
O 1.853 3.858 2.471 0.000
H 2.412 4.181 3.180 0.000
H 1.321 3.078 2.712 0.000
O 5.329 -0.073 1.512 0.000
H 4.840 -0.859 1.415 0.000
H 5.844 0.099 2.211 0.000
O -3.223 -0.199 -3.674 0.000
H -3.585 0.099 -2.819 0.000
O 3.537 -2.408 1.196 0.004
H 2.816 -2.936 1.553 0.001
H 3.025 -1.639 0.671 -0.003
O 0.098 1.600 -1.311 0.006
H 1.025 1.228 -1.480 -0.004
H -2.359 0.648 0.950 0.000
O 4.989 0.480 -1.136 0.000
H 0.013 -2.324 1.183 -0.016
H 5.254 0.385 -0.231 0.000
O -0.405 -0.898 4.039 0.001
H 0.200 -0.809 3.348 0.000
H -1.209 -1.313 3.692 0.000
O 1.046 3.163 -4.094 0.000
H 2.620 -2.389 -2.052 -0.005
H 1.141 2.460 -3.491 0.000
O 1.648 -2.303 -1.891 0.122
H 1.411 -1.869 -1.058 -0.005
H -3.118 -1.083 -3.674 0.000
O -0.888 -2.616 1.574 0.049
H -1.134 -1.265 -1.554 -0.001
H -1.340 -3.074 0.753 -0.003
```

As for the spin multiplicity: 2. As for the energy relative to the best compared isomer or geometry (same formula, charge and spin): 71.7 kcal/mol. The expectation value of S² is 0.755. The HOMO-LUMO gap (alpha / beta) is 9.432 / 4.290 eV. The electronic energy is -33256.5127 eV. The total charge is 0.